# 1
Entry from OMol25: a structure of composition C26H33BF4LiNNaO13S at a distorted geometry (ωB97M-V/def2-TZVPD).

Each line ends with the Mulliken charge.
Atoms and positions in Å:
C1 -0.1428 0.2590 3.2932  -1.443
C2 -0.8593 0.9377 2.1331  0.620
S1 -2.5087 0.3217 1.7642  -0.033
C3 -2.2029 -1.4435 1.5879  -0.523
C4 -2.0723 -1.5345 0.0608  -0.206
C5 -3.4523 -1.6636 -0.5566  -0.816
N1 -3.5777 -0.7527 -1.6981  -0.698
O1 -1.1005 -2.3925 -0.5431  -0.077
C6 -0.6565 -3.5853 -0.2167  1.505
F1 0.3817 -3.4591 0.8464  -0.504
C7 -1.5832 -4.7125 0.1641  -0.873
C8 -0.8452 -5.9102 0.7979  -0.685
C9 -0.8788 -5.8319 2.3078  -0.326
F2 -2.1855 -5.9951 2.7391  -0.315
C10 0.1567 -3.9018 -1.5109  -1.638
C11 1.5021 -3.2803 -1.3264  0.890
C12 2.6266 -4.0655 -1.0837  -0.694
C13 3.8559 -3.4823 -0.8591  -0.760
C14 4.0052 -2.0969 -0.8439  1.476
C15 5.3378 -1.4498 -0.5698  -1.585
C16 2.8724 -1.3172 -1.0897  -1.298
C17 1.6140 -1.8887 -1.3348  -1.060
H1 0.7535 0.8050 3.5847  0.255
H2 -0.7760 0.1156 4.1646  0.321
H3 0.1852 -0.7503 2.9975  0.358
H4 -0.2089 0.8799 1.2572  -0.257
H5 -0.9448 1.9882 2.3577  0.362
H6 -1.3097 -1.6358 2.1707  0.111
H7 -3.0245 -2.0455 1.9660  0.560
H8 -1.7114 -0.5753 -0.2600  -0.244
H9 -4.2077 -1.3796 0.1729  0.693
H10 -3.6332 -2.7004 -0.8744  0.136
H11 -2.8090 -0.8947 -2.3460  0.220
H12 -4.4056 -1.0097 -2.2282  0.267
H13 -2.0661 -5.0520 -0.7484  0.413
H14 -2.3629 -4.4035 0.8574  0.416
H15 -1.3986 -6.7976 0.4982  0.433
H16 0.1763 -5.9804 0.4304  0.292
H17 -0.2836 -6.6305 2.7512  0.366
H18 -0.4991 -4.8749 2.6589  0.140
H19 -0.3385 -3.3916 -2.3274  0.343
H20 0.1932 -4.9666 -1.7257  0.637
H21 2.5389 -5.1418 -1.0776  0.428
H22 4.7208 -4.1020 -0.6668  0.424
H23 6.0478 -1.5763 -1.3834  0.357
H24 5.7832 -1.9231 0.3032  0.372
H25 5.2140 -0.4040 -0.2880  0.431
H26 2.9913 -0.2394 -1.0440  0.641
H27 0.7766 -1.2054 -1.5119  0.653
Li1 3.5199 0.7626 -2.3079  1.017
B1 -0.1652 4.2232 4.5286  0.587
O2 0.0761 3.7442 3.1125  -0.322
C18 1.3192 3.9445 2.7887  0.604
O3 1.8618 3.6721 1.7460  -0.685
C19 2.0449 4.5985 3.9944  0.535
O4 3.2096 4.9013 4.0170  -0.636
O5 1.1790 4.7386 4.9651  -0.487
F3 -0.5493 3.1534 5.3169  -0.348
F4 -1.0980 5.2286 4.5477  -0.305
C20 -6.6333 1.1711 -1.1122  0.544
O6 -6.4449 0.7822 -2.2889  -0.748
O7 -5.7609 0.5138 -0.1684  -0.483
O8 -7.4320 1.9732 -0.6350  -0.719
H28 -5.2829 -0.0056 -0.8264  0.450
C21 1.9290 6.6831 -2.1532  -0.850
C22 2.0989 5.4113 -1.7543  0.410
C23 1.4510 4.2602 -2.4965  0.776
O9 1.6744 3.1176 -2.1338  -0.436
C24 0.5996 4.5571 -3.6264  -1.171
C25 0.4249 5.8292 -4.0087  0.447
C26 1.0990 6.9767 -3.2979  1.040
O10 0.8977 8.0962 -3.7386  -0.643
O11 -0.3353 6.1894 -5.0316  -0.582
O12 2.8368 5.1067 -0.7020  -0.522
H29 2.3887 7.5130 -1.6357  0.441
H30 0.1244 3.7281 -4.1315  0.483
H31 -0.2789 7.1641 -5.0768  0.364
H32 2.7786 4.1434 -0.5650  0.268
Na1 1.6410 -1.5745 0.9857  0.741
O13 0.0230 0.5631 -1.1380  -0.960
H33 -0.6215 0.4272 -0.4265  0.110

Cartesian forces, eV/Å:
0.0 -0.4 -0.2
0.7 -0.5 0.1
-1.0 0.9 1.3
0.6 0.2 -0.7
-0.8 0.1 0.8
0.1 -0.2 -0.9
0.1 -0.7 -0.3
-0.4 0.7 0.3
0.3 -0.8 -1.8
-0.5 0.0 0.6
0.2 -0.2 0.7
-0.7 0.4 -0.1
0.5 -0.3 -0.2
-0.1 0.1 0.1
0.4 -0.3 0.6
0.3 0.0 -0.5
-0.1 0.3 -0.2
0.4 0.1 0.2
0.0 0.2 -0.2
-0.2 -0.4 0.5
0.3 -0.8 -0.6
0.9 -0.1 -1.1
0.0 0.2 0.0
-0.1 0.2 0.1
0.1 -0.1 0.1
-0.1 0.1 -0.2
-0.4 0.3 0.0
0.2 -0.5 -0.1
-0.1 0.1 0.2
0.0 -0.1 -0.3
-0.1 -0.1 0.1
0.0 -0.2 0.4
0.2 0.2 0.1
-0.2 0.4 0.0
-0.1 0.2 -0.2
-0.1 0.3 -0.1
0.2 -0.3 0.0
0.1 -0.1 0.1
0.0 -0.1 0.1
-0.1 0.1 0.1
-0.3 -0.1 0.0
0.3 -0.1 0.1
0.0 -0.1 0.0
0.1 -0.1 0.0
0.0 0.2 -0.2
0.2 0.0 0.0
0.1 0.2 -0.2
-0.6 0.0 0.7
-0.4 0.5 0.2
-0.9 0.6 -0.2
-0.3 0.0 0.3
0.0 0.1 0.1
0.4 0.2 0.0
0.0 -0.2 -0.3
0.1 0.0 0.1
0.0 0.0 -0.1
-0.1 -0.1 -0.2
0.1 -0.1 0.0
0.0 0.1 -0.1
-0.2 -0.1 0.3
0.0 -0.1 -0.1
-0.5 0.1 -0.5
0.1 0.0 0.0
0.4 0.2 0.4
0.0 0.1 -0.1
-0.1 0.2 0.1
-0.2 -0.1 -0.2
0.9 -0.2 0.1
0.0 0.0 -0.1
-0.1 -0.1 0.0
0.1 0.1 0.2
0.0 -0.1 -0.1
0.1 0.1 0.0
0.1 -0.3 -0.3
0.0 0.0 0.0
-0.1 0.0 0.1
0.0 0.0 0.0
-0.3 0.1 0.4
-0.9 0.4 0.8
0.8 -0.9 0.4
0.5 0.6 -0.6

Calculated values
Total charge: -1
ΔE to the lowest compared entry with this formula, charge and spin (kcal per mole): 0.0
LUMO (eV): -0.995
Orbital gap (eV): 3.0
E_tot (eV): -82612.210

# 2
Entry from OMol25: a cluster of 2 separate species, C26H33Br4F3N3O in total at a distorted geometry (ωB97M-V/def2-TZVPD).

Each line ends with the Mulliken spin population.
Atoms and positions in Å:
C1 5.1161 2.7906 0.9180  0.000
C2 5.0644 1.6889 1.9866  0.000
C3 3.8708 0.7859 1.8167  0.000
C4 4.0899 -0.5022 1.2693  0.000
C5 3.0789 -1.3736 1.0452  0.000
C6 1.7679 -0.9926 1.3516  0.001
N1 0.7450 -1.8565 1.1070  0.000
C7 -0.4527 -1.4455 1.3965  0.000
C8 -0.7004 -0.1481 1.9330  0.001
C9 -2.1008 0.2616 2.2248  0.000
Br1 -2.9481 1.1735 0.8266  0.000
C10 -2.6644 -0.0283 3.3919  0.000
C11 -1.9375 -0.7443 4.4992  0.000
Br2 -4.4459 0.4508 3.7740  0.000
N2 0.2613 0.6976 2.1640  0.000
C12 1.5331 0.2917 1.8975  0.000
C13 2.6076 1.1797 2.1429  0.000
C14 2.3433 2.5421 2.7270  0.000
C15 1.5958 2.5280 4.0691  0.000
C16 1.7268 3.7855 4.9302  0.000
F1 0.5490 3.9524 5.6167  0.000
Br3 2.0017 5.4063 3.9125  0.000
C17 2.8577 3.6739 5.9917  0.000
F2 2.8980 2.4204 6.4918  0.000
F3 4.0569 3.9063 5.4233  0.000
Br4 2.6320 4.9084 7.4834  0.000
H1 5.8724 3.5326 1.1627  0.000
H2 5.3543 2.3421 -0.0464  0.000
H3 4.1489 3.2801 0.8132  0.000
H4 5.9590 1.0772 1.8712  0.000
H5 5.0997 2.1182 2.9879  0.000
H6 5.0992 -0.7994 1.0159  0.000
H7 3.2551 -2.3520 0.6213  0.000
H8 -1.2896 -2.1101 1.2071  0.000
H9 -1.0685 -0.1689 4.8193  0.000
H10 -2.5866 -0.8638 5.3611  0.000
H11 -1.6173 -1.7367 4.1839  0.000
H12 3.2823 3.0731 2.8622  0.000
H13 1.7610 3.1248 2.0102  0.000
H14 1.9280 1.6694 4.6477  0.000
H15 0.5307 2.3989 3.9030  0.000
C18 -3.8142 -2.9607 -5.0677  0.022
C19 -2.3278 -2.5376 -5.1003  -0.003
C20 -1.5178 -3.3039 -4.0499  0.040
C21 -1.7862 -2.8535 -2.6151  -0.026
C22 -1.6016 -1.3434 -2.4784  0.031
C23 -2.4331 -0.5448 -3.4819  -0.004
N3 -2.1750 -1.0666 -4.8608  0.400
O1 -1.0973 -0.5913 -5.3689  0.536
C24 -3.9223 -0.6193 -3.1115  0.031
C25 -2.0366 0.9227 -3.4377  -0.009
C26 -1.7857 -2.8527 -6.4883  -0.005
H16 -4.1086 -3.4046 -4.1174  0.000
H17 -4.4716 -2.1164 -5.2671  -0.013
H18 -4.0067 -3.7032 -5.8410  0.002
H19 -0.4528 -3.1722 -4.2646  0.005
H20 -1.7341 -4.3691 -4.1620  0.000
H21 -2.7919 -3.1461 -2.3006  -0.001
H22 -1.0968 -3.3654 -1.9407  0.001
H23 -1.8680 -1.0108 -1.4728  0.002
H24 -0.5429 -1.1033 -2.6195  0.003
H25 -4.5345 -0.1483 -3.8816  -0.014
H26 -4.0794 -0.0786 -2.1777  0.001
H27 -4.2856 -1.6312 -2.9567  0.002
H28 -0.9694 1.0680 -3.5872  0.002
H29 -2.2953 1.3248 -2.4579  0.000
H30 -2.5666 1.5002 -4.1962  -0.004
H31 -2.3044 -2.2711 -7.2516  -0.004
H32 -1.9475 -3.9122 -6.6892  0.000
H33 -0.7213 -2.6473 -6.5666  0.003

Cartesian forces, eV/Å:
-0.1 -0.3 0.1
0.2 0.0 -0.3
0.7 -0.2 0.0
0.3 0.1 -0.1
0.1 -0.3 -0.2
-0.4 0.2 0.1
0.0 -0.1 0.0
-0.1 0.2 0.0
0.0 -0.1 -0.1
0.1 -0.2 0.3
-0.1 0.1 -0.2
0.0 0.0 -0.1
-0.1 0.1 0.1
-0.1 0.0 0.0
0.0 0.0 0.1
-0.3 -0.3 -0.2
-0.3 0.3 0.3
-0.2 0.3 0.1
0.0 0.0 -0.3
-0.2 -0.2 0.2
0.2 -0.2 0.0
-0.1 0.2 -0.1
0.2 0.2 0.3
-0.1 0.3 0.0
-0.2 -0.2 0.0
0.1 -0.2 -0.3
0.0 0.1 -0.1
0.0 0.1 -0.1
0.0 0.1 0.0
0.1 0.0 0.2
0.0 0.0 0.0
0.1 0.1 0.0
0.0 -0.1 0.0
0.0 0.0 0.0
0.1 0.0 -0.1
0.0 0.0 0.0
0.1 0.0 0.0
0.0 -0.1 -0.1
0.0 0.0 0.0
0.0 0.0 0.2
0.0 0.0 -0.1
0.0 0.1 0.0
-0.6 -0.3 -0.2
0.2 0.0 0.2
-0.1 0.1 0.0
0.2 -0.2 0.0
-0.6 0.2 0.2
0.9 -0.3 0.4
-0.2 0.2 -0.2
0.0 -0.1 -0.1
0.2 0.2 0.0
0.1 0.0 -0.1
0.0 0.1 0.0
0.0 0.0 0.0
0.1 -0.1 0.0
0.0 0.1 0.0
0.0 0.0 0.0
0.0 0.0 0.0
0.0 0.0 0.0
0.0 0.0 0.0
0.0 0.0 -0.1
0.0 0.0 0.0
0.1 0.0 0.0
0.0 0.0 0.0
0.0 -0.1 -0.1
0.0 0.0 0.0
0.0 0.0 0.0
0.0 0.0 0.0
0.0 0.0 0.0
0.0 0.1 0.0

Calculated values
⟨S²⟩: 0.754
Multiplicity: 2
LUMO (spin up / spin down) (eV): -0.598 / -0.598
Orbital gap (spin up / spin down) (eV): 7.5 / 8.6
E_tot (eV): -322336.341

# 3
Entry from OMol25: a structure of composition C26H33BrCl4F5IK2LiMgN3NaO16P2S at a distorted geometry (ωB97M-V/def2-TZVPD).

Each line ends with the Mulliken charge.
Atoms and positions in Å:
C1 5.0130 3.4585 0.8346  -1.019
C2 3.9774 2.6295 0.2901  -1.762
C3 3.6950 2.4034 -1.2311  1.591
Cl1 5.1574 2.9466 -2.0704  -0.129
N1 3.4589 1.0058 -1.6502  -1.224
I1 5.0475 0.0744 -0.3686  0.029
C4 2.2547 0.7100 -1.3226  -0.090
N2 1.7689 -0.5755 -1.2475  1.291
C5 0.3544 -0.7840 -0.8053  -1.703
C6 -0.6133 -0.8424 -2.0060  -0.362
C7 -1.8186 -1.7933 -1.8392  -0.877
C8 -1.4090 -3.2587 -1.7110  -1.842
C9 -2.8452 -1.3041 -0.7623  3.067
C10 -3.7447 -0.2827 -1.4961  -0.758
C11 -4.3838 0.6876 -0.5561  -0.699
C12 -4.7138 0.4239 0.8006  1.841
C13 -6.0449 -0.1469 1.0621  -1.828
C14 -3.7838 0.7526 1.9056  -2.290
C15 2.4476 -1.8411 -1.5413  -0.414
F1 1.5477 -2.6836 -2.1122  -0.233
F2 3.3700 -1.6964 -2.4738  -0.346
C16 2.9962 -2.7361 -0.3596  0.900
C17 2.5950 -2.6435 0.9161  0.133
C18 3.0883 -3.4343 1.9000  -1.412
C19 4.0203 -4.3617 1.6408  -0.513
C20 4.4806 -4.4887 0.3579  -1.033
C21 5.5648 -5.4931 0.0570  0.934
F3 5.7859 -5.6113 -1.2170  -0.232
F4 6.8051 -4.9861 0.5902  -0.347
F5 5.4010 -6.6351 0.6632  -0.225
C22 3.9586 -3.6716 -0.6394  -0.464
N3 1.5208 1.8936 -1.0209  0.236
C23 0.1061 2.0450 -1.4035  0.246
C24 -0.4266 3.4010 -0.9849  -1.076
O1 -0.2313 3.6610 0.2026  -0.579
O2 -1.0951 4.1893 -1.7605  -0.456
C25 2.2947 2.9551 -1.7040  0.170
P1 2.3517 4.7010 -0.9203  0.189
S1 1.3861 5.9922 -1.9708  -0.224
P2 2.2480 3.0945 -3.5445  0.744
O3 3.0964 4.1710 -4.0151  -0.700
O4 2.6978 1.7566 -4.2532  -0.500
O5 0.7858 3.3885 -4.0465  -0.628
H1 4.7981 4.5132 0.9557  0.293
H2 5.9960 3.0677 1.0498  0.336
H3 3.2841 2.1345 1.0135  0.787
H4 0.1321 -0.0452 -0.0396  1.126
H5 0.2442 -1.7311 -0.2826  0.747
H6 -0.0159 -1.2058 -2.8352  0.679
H7 -1.0489 0.0944 -2.3247  0.104
H8 -2.3597 -1.7041 -2.7803  0.638
H9 -0.6984 -3.5031 -2.4938  0.367
H10 -0.9830 -3.5204 -0.7432  0.325
H11 -2.2613 -3.9091 -1.8945  0.513
H12 -3.4252 -2.1385 -0.3135  -1.731
H13 -2.3058 -0.7563 0.0245  -0.762
H14 -4.5726 -0.7674 -2.0212  0.332
H15 -3.1337 0.3130 -2.1711  0.475
H16 -4.6657 1.6632 -0.9585  0.573
H17 -6.1997 -1.0457 0.4749  0.681
H18 -6.9426 0.6147 0.7401  0.293
H19 -6.1140 -0.3230 2.1191  0.527
H20 -3.8849 -0.0181 2.7108  0.396
H21 -2.7366 0.7436 1.5160  0.348
H22 -3.9635 1.7375 2.3349  0.517
H23 1.8404 -1.9319 1.2084  0.490
H24 2.7091 -3.3185 2.8945  0.597
H25 4.3894 -4.9801 2.4749  0.881
H26 4.3488 -3.7951 -1.6344  0.636
H27 -0.0676 1.7314 -2.4330  0.475
H28 -0.5289 1.3961 -0.8198  0.437
H29 -1.3738 5.0018 -1.2214  0.750
H30 1.8790 4.5657 0.4028  0.090
H31 3.6865 5.1290 -0.8958  0.129
H32 3.2553 1.9747 -5.0116  0.366
H33 0.8130 4.2768 -4.4360  0.432
Br1 -8.1849 0.2459 1.9764  -0.046
Mg1 -4.2642 -3.4266 0.5988  0.150
Cl2 -6.4293 1.7761 3.2339  -0.306
O6 -1.8786 -4.8186 3.7164  -0.635
Cl3 -0.5879 -4.4583 3.2160  1.674
O7 0.3176 -5.5638 3.2953  -0.666
O8 -0.0723 -3.3355 3.9896  -0.702
O9 -0.7189 -4.0307 1.8309  -0.623
Li1 -2.6617 -1.1078 2.0536  0.710
C26 -8.3726 -1.4895 5.2628  0.787
O10 -7.8131 -1.3039 6.3284  -0.354
O11 -9.1152 -2.4662 4.9934  -0.327
O12 -8.2729 -0.7204 4.2620  -0.298
Na1 6.0048 -2.3401 0.9128  0.415
K1 3.6888 1.7150 2.6897  0.949
O13 -0.4793 7.9894 0.4844  -0.635
Cl4 -1.3887 6.9012 0.6794  1.750
O14 -1.7225 6.3102 -0.6276  -0.740
O15 -2.5958 7.3674 1.2950  -0.684
O16 -0.7720 5.8911 1.5108  -0.639
K2 7.0594 -4.4695 3.5012  0.968

Cartesian forces, eV/Å:
-1.0 -1.0 0.1
0.5 -0.5 -1.1
0.9 -1.3 -0.9
-0.2 0.3 -0.3
-0.9 0.7 -0.4
3.1 -2.2 3.3
0.0 0.7 -0.7
-1.2 -0.7 0.9
-0.1 -0.1 -0.4
-0.6 -0.6 0.2
0.1 -0.4 0.4
-0.2 0.1 0.0
0.7 0.4 -1.8
1.4 1.3 2.2
0.0 0.2 0.2
-0.1 0.0 -0.8
1.3 1.3 -0.8
1.3 -2.2 0.0
0.2 -0.4 0.7
-0.8 -0.1 -0.1
0.8 0.5 -0.2
0.3 1.3 -1.9
-1.9 1.6 0.8
-0.9 0.5 1.7
1.5 -1.4 1.3
0.3 -0.3 -0.9
0.1 1.7 0.3
0.2 -0.6 -0.7
-0.4 0.1 0.2
-0.1 -0.8 0.1
1.0 -1.0 -0.7
-1.5 -0.1 -0.9
-0.7 -0.4 -0.5
0.0 1.3 2.2
0.2 -0.9 -0.8
-0.1 -1.9 -1.1
2.0 0.0 2.3
-1.7 1.8 -1.4
0.0 0.3 0.3
0.5 1.6 -1.6
1.3 1.0 0.2
-0.7 -1.3 0.7
-0.8 -0.9 0.4
-0.3 -0.1 1.7
0.8 0.5 -1.8
-1.5 2.2 -3.6
0.0 0.1 -0.1
0.5 -0.3 -0.1
-0.1 0.0 -0.2
0.4 0.4 0.2
0.0 -0.1 -0.2
0.2 0.0 0.0
0.0 0.0 0.1
-0.2 -0.1 0.2
1.1 1.7 -1.1
0.1 -0.2 0.2
0.0 0.0 -0.2
-0.2 -0.3 -0.6
-1.5 -0.6 -0.6
-0.6 0.0 -0.2
1.1 -0.5 0.1
0.5 -0.6 0.2
-0.3 1.0 0.3
-0.2 0.5 0.1
-0.1 0.1 0.1
-0.1 0.2 0.0
-0.3 0.0 0.4
-0.3 0.0 -0.6
0.0 0.1 -0.3
0.2 0.6 -0.2
0.0 0.0 0.2
0.0 0.7 0.4
0.5 -0.5 0.0
0.2 -0.8 0.2
0.1 0.1 0.0
-0.2 0.2 0.2
-3.0 0.9 -0.7
-1.0 -1.8 1.4
-0.1 0.1 0.1
-0.1 0.0 -0.1
-0.3 0.3 0.7
0.3 -0.1 -0.1
0.2 0.1 -0.3
0.0 0.4 -0.6
0.1 -0.8 0.1
-0.5 -0.4 -0.5
0.1 0.1 0.1
0.1 0.1 0.0
0.5 -0.1 2.1
-0.1 0.5 -0.5
0.6 -0.7 3.1
0.0 -0.1 -0.3
0.4 0.3 1.2
-0.3 0.1 -0.2
-0.1 -0.2 -0.3
-0.2 0.2 -0.2
0.1 -0.3 0.1

Calculated values
Total charge: +1
LUMO (eV): -6.048
Orbital gap (eV): 3.3
E_tot (eV): -278636.202